[1]
Density functional theory data (ωB97M-V/def2-TZVPD) for a cluster of 9 separate species, C37H94N4O12 in total in a non-equilibrium geometry.

Structure (XYZ):
```
147
Properties=species:S:1:pos:R:3
C -0.5382 4.9397 -1.9576
C -1.4346 6.2122 -1.6515
O -0.7011 7.1681 -0.8411
H 0.4363 5.1052 -2.4170
H -1.1155 4.2336 -2.5545
H -0.3244 4.4330 -1.0165
H -2.3542 5.8454 -1.1956
H -1.8474 6.6647 -2.5532
H 0.0229 7.3632 -1.4406
C -0.8928 3.1364 -7.7892
C -1.0046 2.3465 -6.3808
O 0.3096 1.7887 -6.1638
H -1.8896 3.5319 -7.9844
H -0.7364 2.3381 -8.5147
H -0.2020 3.9782 -7.7431
H -1.7828 1.5846 -6.4241
H -1.1608 3.0003 -5.5227
H 0.3587 1.3756 -5.2986
C -3.6077 1.9721 3.6248
C -4.2966 3.1647 2.9532
O -3.8558 4.3247 3.5567
H -3.8181 0.9708 3.2491
H -3.8733 2.1397 4.6686
H -2.5599 2.2582 3.5330
H -5.3451 2.8843 2.8531
H -3.9934 3.2011 1.9068
H -3.9622 5.0223 2.9058
C -2.9424 -1.3758 -3.6711
C -2.4597 -0.4116 -4.7229
O -3.2727 -0.4659 -5.8384
H -2.7575 -2.4157 -3.9406
H -4.0155 -1.3224 -3.4879
H -2.4154 -1.0279 -2.7826
H -1.4302 -0.5736 -5.0422
H -2.5178 0.5896 -4.2960
H -3.5869 -1.3598 -5.9929
C 0.4513 2.4224 2.1997
C -0.3789 3.7151 2.3050
O -0.3644 4.0984 3.6498
H 1.0090 2.6221 1.2847
H -0.2168 1.5642 2.1273
H 1.1394 2.3177 3.0386
H -1.3606 3.5251 1.8712
H 0.1205 4.4571 1.6820
H -1.2248 4.5242 3.6486
C 5.4029 2.7101 2.6881
C 4.9059 1.4187 1.9644
C 3.7551 1.8356 0.9382
C 4.2888 2.2958 -0.4232
C 5.3213 1.2870 -0.9768
C 6.4297 0.9413 -0.0411
N 5.9463 0.6448 1.3548
O 6.9215 0.1519 2.1976
C 7.0624 -0.3038 -0.5878
C 7.4952 2.1550 0.0326
C 4.1937 0.5205 2.9122
H 6.0790 3.3299 2.0992
H 6.1409 2.2877 3.3700
H 4.7009 3.4226 3.1214
H 3.0716 1.0289 0.6734
H 3.2057 2.7125 1.2806
H 4.6722 3.3110 -0.3205
H 3.5268 2.3115 -1.2024
H 5.8307 1.8288 -1.7737
H 4.7036 0.4381 -1.2700
H 7.3545 0.0024 -1.5923
H 7.9334 -0.6650 -0.0409
H 6.2797 -1.0614 -0.6259
H 8.5297 1.8270 0.1339
H 7.4921 2.9525 -0.7105
H 7.5052 2.6261 1.0154
H 4.0162 -0.4769 2.5099
H 3.2027 0.8704 3.2012
H 4.7143 0.2124 3.8189
H 6.5200 -0.6104 2.6209
C -3.8133 -3.6080 -1.5198
O -4.5683 -3.9645 -0.3368
C -3.8331 -4.5367 0.7903
C -3.5057 -3.4014 1.8108
N -4.7930 -2.8544 2.3337
C -4.7882 -1.4201 2.4313
C -6.0147 -0.6689 2.8523
O -6.8248 -0.6403 1.7127
C -8.1919 -0.2179 1.8433
H -3.1495 -2.8421 -1.1187
H -4.3275 -3.1997 -2.3899
H -3.3533 -4.4711 -2.0010
H -2.9012 -5.0485 0.5498
H -4.5402 -5.2469 1.2190
H -2.6940 -2.6861 1.6782
H -3.0906 -3.9910 2.6282
H -5.4713 -3.0982 1.6262
H -4.4399 -0.9202 1.5275
H -4.0585 -1.3232 3.2352
H -5.9325 0.3378 3.2619
H -6.6180 -1.2616 3.5400
H -8.7847 -1.0669 2.1836
H -8.6721 0.2677 0.9937
H -8.2504 0.4356 2.7137
C -2.1914 -0.0328 0.3188
O -0.7745 -0.2058 0.1994
C -0.3862 -1.5972 -0.0078
C 1.1408 -1.5700 -0.0285
N 1.7627 -0.5705 -0.9330
C 1.8051 -0.9492 -2.3088
C 2.2639 0.2332 -3.2014
O 1.1806 1.0070 -3.6663
C 0.5789 1.9012 -2.7150
H -2.7649 -0.2272 -0.5875
H -2.4255 0.8808 0.8654
H -2.5021 -0.7552 1.0736
H -0.8829 -2.0536 -0.8640
H -0.7092 -2.1324 0.8851
H 1.7867 -2.4473 -0.0637
H 1.5984 -1.1975 0.8879
H 2.4545 0.0400 -0.5221
H 0.8068 -1.3282 -2.5271
H 2.4863 -1.7987 -2.3574
H 2.6900 -0.1868 -4.1126
H 3.0293 0.8371 -2.7140
H 0.3473 1.5845 -1.6981
H -0.3921 2.1083 -3.1648
H 1.0616 2.8773 -2.6663
C 0.3644 -1.3475 3.8681
O 1.6493 -1.9645 3.4525
C 1.8229 -3.2623 3.9702
C 0.9188 -4.3679 3.3139
N 1.2400 -4.6222 1.9374
C 0.3952 -5.6398 1.2751
C 0.7544 -6.0441 -0.1463
O 0.5820 -4.8279 -0.9059
C 0.8494 -5.0118 -2.3006
H 0.0439 -0.6376 3.1056
H 0.5109 -0.6958 4.7295
H -0.4766 -2.0230 4.0247
H 1.9186 -3.3292 5.0539
H 2.7998 -3.5795 3.6053
H -0.1169 -4.0290 3.3355
H 0.8744 -5.3038 3.8708
H 1.0225 -3.7216 1.5353
H -0.6802 -5.4697 1.3262
H 0.5898 -6.6150 1.7215
H 0.1786 -6.8842 -0.5346
H 1.8069 -6.3265 -0.1721
H 0.8916 -4.0006 -2.7053
H 0.0921 -5.6742 -2.7200
H 1.8116 -5.4838 -2.4994
```

Values from the calculation:
Total charge: +1
Expectation value of S²: 0.7543
HOMO-LUMO gap (alpha / beta), eV: 7.84 / 3.77
E_LUMO (alpha / beta), eV: -2.57 / -6.64
E_tot, eV: -70404.3672
2S+1: 2

[2]
Density functional theory data (ωB97M-V/def2-TZVPD) for a cluster of 10 separate species, C38H102N10O16 in total in a non-equilibrium geometry.

Structure (XYZ):
```
166
Properties=species:S:1:pos:R:3
C 3.4888 -3.2898 -0.8138
O 2.1054 -3.4333 -0.5943
C 1.7262 -2.9585 0.6904
C 0.2894 -2.4947 0.6797
N 0.1445 -1.3449 -0.1992
C -1.1977 -0.7595 -0.0899
C -1.4740 0.4213 -0.9693
O -0.4989 1.4433 -0.8228
C -0.7008 2.6088 -1.5958
H 3.7088 -3.1353 -1.8731
H 4.0494 -4.1162 -0.3673
H 3.9173 -2.3660 -0.4017
H 2.3881 -2.1406 0.9931
H 1.8604 -3.7307 1.4620
H 0.0011 -2.2777 1.7101
H -0.3360 -3.3365 0.3338
H 0.2071 -1.6987 -1.1504
H -1.3264 -0.5065 0.9649
H -1.8973 -1.5712 -0.3459
H -2.4569 0.8704 -0.8002
H -1.4150 0.1697 -2.0417
H 0.1254 3.2816 -1.3959
H -1.6648 3.0592 -1.3354
H -0.7518 2.3669 -2.6655
C -0.8882 -3.6524 -3.4543
O -0.2538 -2.4952 -2.9944
C 1.0753 -2.3267 -3.4852
C 1.0857 -1.9202 -4.9607
N 0.3873 -0.6820 -5.2200
C 0.9385 0.5661 -4.6739
C 2.4074 0.7192 -5.0207
O 3.1762 -0.0921 -4.1610
C 4.4671 -0.4223 -4.6401
H -1.9434 -3.6260 -3.1721
H -0.4506 -4.5602 -3.0251
H -0.9206 -3.7221 -4.5477
H 1.6212 -3.2640 -3.3173
H 1.5461 -1.5608 -2.8706
H 0.5914 -2.7047 -5.5438
H 2.1058 -1.9530 -5.3381
H -0.5893 -0.7755 -4.9840
H 0.7667 0.6200 -3.5909
H 0.3952 1.3861 -5.1482
H 2.7378 1.7629 -4.9865
H 2.5283 0.3483 -6.0503
H 4.8199 0.4081 -5.2565
H 4.4008 -1.3359 -5.2438
H 5.1127 -0.6087 -3.7863
C -1.6735 2.0776 2.5468
O -1.3325 2.3236 3.8895
C -1.1179 1.1254 4.6283
C -0.4579 1.4753 5.9213
N -1.3123 2.3822 6.6978
C -0.9938 2.4148 8.1019
C -1.7270 3.5333 8.8057
O -1.2875 4.7572 8.2431
C -2.0549 5.8667 8.6063
H -2.2819 2.8872 2.1434
H -2.2252 1.1376 2.4344
H -0.7589 2.0560 1.9430
H -0.4851 0.4848 3.9969
H -2.0731 0.6129 4.7834
H 0.5357 1.9347 5.8385
H -0.3487 0.5928 6.5564
H -1.4265 3.2972 6.2922
H 0.0817 2.6064 8.2827
H -1.2001 1.4527 8.5785
H -1.4300 3.5105 9.8650
H -2.8151 3.4376 8.7390
H -3.1396 5.7223 8.6198
H -1.8786 6.6705 7.8857
H -1.7233 6.2715 9.5724
C -3.7742 -6.4266 -1.4970
O -4.3930 -5.6670 -0.4944
C -4.0808 -4.2698 -0.5389
C -4.7796 -3.5164 -1.6854
N -6.1864 -3.2580 -1.3463
C -6.4114 -1.8727 -0.8732
C -6.3754 -0.8854 -2.0373
O -6.2891 0.4491 -1.5782
C -4.9522 0.8133 -1.2562
H -2.6933 -6.2611 -1.5581
H -4.2497 -6.2722 -2.4716
H -3.9069 -7.4814 -1.2498
H -2.9887 -4.1841 -0.5559
H -4.5054 -3.9078 0.3982
H -4.7981 -4.0614 -2.6286
H -4.1534 -2.6246 -1.7893
H -6.4410 -3.8298 -0.5483
H -5.7008 -1.6179 -0.0753
H -7.4007 -1.8086 -0.4167
H -7.3009 -1.0281 -2.5965
H -5.5622 -1.0640 -2.7525
H -4.5648 0.2005 -0.4371
H -4.9456 1.8519 -0.9366
H -4.3874 0.6804 -2.1867
C 6.7751 -3.3902 -3.2572
O 7.4084 -2.7604 -2.1782
C 7.5869 -3.6631 -1.1076
C 8.0981 -2.9358 0.1144
N 7.2062 -1.8481 0.4752
C 7.6288 -1.1105 1.6517
C 6.6013 -0.0531 2.0126
O 6.7413 1.1437 1.2645
C 7.8052 1.9602 1.6782
H 7.3651 -4.2072 -3.7021
H 6.7153 -2.7115 -4.1086
H 5.7954 -3.7891 -2.9848
H 8.2888 -4.4340 -1.4461
H 6.6199 -4.1104 -0.8337
H 9.0878 -2.5244 -0.1600
H 8.2184 -3.5951 0.9730
H 7.0831 -1.2206 -0.3098
H 8.5951 -0.6021 1.4863
H 7.8333 -1.8160 2.4602
H 6.5687 0.1484 3.0922
H 5.5890 -0.3944 1.7866
H 7.8127 2.8278 1.0140
H 8.7791 1.4721 1.5772
H 7.6986 2.3666 2.6910
C -3.1703 1.4893 -5.5204
O -3.2017 2.3363 -4.3912
C -3.6658 3.6533 -4.7386
C -3.8241 4.4685 -3.4781
N -5.0527 4.1244 -2.7869
C -5.2034 4.8462 -1.5353
C -4.1675 4.6811 -0.4174
O -4.3480 5.7694 0.4479
C -3.5193 5.6789 1.5787
H -4.1829 1.1168 -5.7218
H -2.5452 0.6302 -5.2764
H -2.7843 1.9777 -6.4188
H -4.6288 3.5313 -5.2430
H -2.9017 4.1130 -5.3739
H -3.8797 5.5049 -3.8410
H -2.8792 4.4556 -2.9182
H -5.0377 3.1196 -2.6431
H -6.1981 4.7351 -1.0924
H -5.2481 5.9115 -1.7975
H -3.1468 4.6346 -0.8115
H -4.3868 3.7454 0.1206
H -2.4557 5.6902 1.3094
H -3.6939 4.7211 2.0961
H -3.6946 6.4465 2.3286
N 1.4794 6.3544 2.0940
C 0.9896 5.4765 1.1459
N 1.8294 4.4512 0.8167
O -0.1596 5.5471 0.7423
H 2.4643 6.5171 2.1896
H 0.8088 7.0729 2.3032
H 1.4723 3.6164 0.3920
H 2.7501 4.4167 1.2136
N 1.8296 -6.5877 2.9535
C 2.4813 -6.1161 4.0642
N 3.4508 -6.9613 4.5540
O 2.1671 -5.0871 4.6286
H 2.1517 -7.4147 2.4824
H 0.9399 -6.2634 2.6264
H 3.9014 -6.6909 5.4064
H 3.8096 -7.6661 3.9384
O 2.0833 1.0510 0.1021
H 1.2281 1.2939 -0.2990
H 1.9138 0.1648 0.4384
O -4.0213 -1.1017 1.9705
H -4.6664 -1.7265 2.3162
H -4.4311 -0.2391 2.0950
```

Values from the calculation:
Energy relative to the best compared isomer or geometry (same formula, charge and spin), kcal/mol: 0.0
Total charge: 0
HOMO-LUMO gap, eV: 8.53
E_LUMO, eV: 0.37
SMILES: COCCNCCOC.COCCNCCOC.COCCNCCOC.COCCNCCOC.COCCNCCOC.COCCNCCOC.NC(N)=O.NC(N)=O.O.O
E_tot, eV: -88714.8041

[3]
Density functional theory data (ωB97M-V/def2-TZVPD) for a cluster of 10 separate species, C38H102N6O11 in total in a non-equilibrium geometry.

Structure (XYZ):
```
157
Properties=species:S:1:pos:R:3
C -6.1938 13.8383 14.4212
C -6.8459 15.1230 14.0214
C -8.0781 15.3976 14.8021
O -5.9369 16.1507 14.2586
H -6.9596 13.0660 14.3489
H -5.9968 13.8205 15.4931
H -5.2994 13.6163 13.8391
H -7.1796 15.0633 12.9854
H -8.8409 14.6204 14.7558
H -8.5381 16.3817 14.7124
H -7.7294 15.5278 15.8266
H -5.7834 16.7595 13.5323
C -2.2287 16.5793 16.0606
C -3.3426 16.6569 17.0385
C -3.0977 17.4323 18.3222
O -4.3593 17.3529 16.3152
H -1.5337 15.8477 16.4727
H -1.6915 17.5125 15.8912
H -2.5294 16.3216 15.0451
H -3.7343 15.6680 17.2768
H -3.7951 17.1621 19.1151
H -3.2115 18.4847 18.0624
H -2.0637 17.3410 18.6545
H -4.8709 16.7171 15.8095
C -8.4194 20.3268 16.1605
C -9.1738 20.0327 14.9050
C -9.5208 21.3990 14.1779
O -8.6775 19.0963 13.9805
H -7.5167 20.9303 16.0657
H -8.1670 19.4257 16.7193
H -8.9020 20.9259 16.9327
H -10.1778 19.6478 15.0838
H -10.1642 21.2380 13.3129
H -8.5453 21.7699 13.8633
H -9.8920 22.1364 14.8896
H -7.8663 18.7208 14.3305
C -5.1999 19.1098 13.3849
C -4.9669 18.8636 11.9376
C -3.9933 19.7988 11.3011
O -4.6059 17.4969 11.7129
H -5.5636 20.0874 13.7015
H -4.2969 18.7917 13.9061
H -5.9778 18.4923 13.8341
H -5.8604 19.0591 11.3447
H -4.2688 20.8222 11.5556
H -3.9520 19.7850 10.2119
H -2.9971 19.7305 11.7381
H -4.7121 17.3646 10.7680
C 0.5178 22.9233 11.9250
O 0.5926 21.5287 12.0998
C -0.6378 20.8660 12.2952
C -0.6179 19.6456 13.2366
N -0.4728 20.0013 14.6371
C -1.7037 20.4528 15.3230
C -1.2263 20.8958 16.7412
O -0.1107 21.7712 16.6009
C -0.2946 23.0535 16.0019
H 1.4670 23.3715 11.6314
H 0.2803 23.4710 12.8370
H -0.1026 23.2520 11.0912
H -0.8379 20.6354 11.2488
H -1.5171 21.4819 12.4838
H 0.2578 19.0932 12.8957
H -1.4398 18.9383 13.1258
H 0.2122 20.7054 14.8719
H -2.3814 19.6231 15.5241
H -2.2868 21.2677 14.8941
H -0.8627 20.0525 17.3282
H -2.0295 21.4892 17.1781
H -1.0216 23.6012 16.6015
H -0.6349 22.9552 14.9710
H 0.6217 23.6381 15.9191
C -4.7412 23.1722 10.2008
C -4.7811 24.0700 11.4249
C -3.8439 25.3493 11.1717
O -2.5448 24.9891 11.2624
C -1.5809 26.1325 11.2065
N -6.1654 24.5507 11.7011
H -3.7295 22.7940 10.0539
H -5.0858 23.7710 9.3577
H -5.4944 22.3851 10.2360
H -4.3636 23.6822 12.3541
H -4.1578 26.1228 11.8726
H -3.9438 25.7485 10.1624
H -1.5268 26.7175 10.2884
H -0.5985 25.6626 11.2519
H -1.7602 26.7819 12.0634
H -6.1991 24.8635 12.6609
H -6.2520 25.4524 11.2545
C -10.6140 19.3438 10.7053
C -9.1644 19.3601 10.2459
C -8.5673 20.7411 10.4727
O -9.2909 21.6131 9.5928
C -8.5282 22.7963 9.2947
N -8.4352 18.3167 10.9353
H -11.2119 20.1649 10.3099
H -10.6938 19.3740 11.7920
H -11.1117 18.4282 10.3858
H -9.1796 19.1697 9.1728
H -7.4776 20.7503 10.4967
H -8.7376 21.2541 11.4192
H -7.8155 22.5950 8.4949
H -8.0207 23.0725 10.2190
H -9.2167 23.6061 9.0534
H -9.0826 17.5488 10.8291
H -8.3202 18.4306 11.9323
C -5.9029 16.3141 6.8818
C -6.5459 16.2763 8.3182
C -5.8369 15.2183 9.0950
O -6.1615 13.8939 8.5654
C -6.8968 13.0422 9.4318
N -6.1938 17.5673 9.0474
H -6.0721 15.3326 6.4390
H -4.8382 16.5231 6.7785
H -6.3218 17.1113 6.2677
H -7.6027 16.0845 8.1326
H -6.0064 15.1722 10.1707
H -4.7618 15.3960 9.0679
H -7.8412 13.3538 9.8779
H -6.2395 12.8533 10.2806
H -7.1244 12.1312 8.8783
H -6.5223 18.2880 8.4207
H -6.8716 17.6613 9.7904
C -6.8300 21.5021 5.6428
C -6.0513 20.4449 6.4168
C -4.7687 20.9802 7.1370
O -3.7303 20.9720 6.1994
C -3.5501 22.1206 5.4463
N -6.9623 19.7593 7.3387
H -7.4752 22.1333 6.2539
H -7.5102 20.9889 4.9630
H -6.3665 22.1851 4.9309
H -5.7130 19.6252 5.7829
H -4.3466 20.5231 8.0319
H -5.1077 21.9290 7.5529
H -3.7681 23.0459 5.9796
H -4.2882 22.0645 4.6462
H -2.5403 22.0421 5.0437
H -7.6588 19.2728 6.7925
H -7.5688 20.2942 7.9437
C -2.1319 16.7310 8.9752
C -1.0670 17.7550 8.5057
C -1.1883 17.7962 6.9436
O -0.4146 18.7562 6.3074
C -0.7750 19.1298 5.0290
N -1.4900 19.0723 9.0478
H -2.0596 16.6763 10.0614
H -1.9522 15.7601 8.5134
H -3.1228 16.9152 8.5603
H -0.0488 17.4527 8.7504
H -2.2323 17.9361 6.6635
H -1.0784 16.7595 6.6253
H -0.9009 18.2750 4.3644
H -0.0374 19.7631 4.5360
H -1.7132 19.6845 5.0431
H -0.8853 19.7345 8.5831
H -2.3456 19.4811 8.7000
```

Values from the calculation:
Total charge: +1
Expectation value of S²: 0.7549
HOMO-LUMO gap (alpha / beta), eV: 8.74 / 3.53
E_LUMO (alpha / beta), eV: -1.98 / -7.19
E_tot, eV: -72507.6006
2S+1: 2

What is the formula in the first record? C37H94N4O12

Among the records above, which one has the highest E_tot? C37H94N4O12

The highest E_tot belongs to which entry? C37H94N4O12

Which of these has the highest E_tot? C37H94N4O12